[1]
{"formula": "C38H36BaF6N3O7PS3", "method": "ωB97M-V/def2-TZVPD", "lumo_energy_ev": 4.0, "e_homo_ev": -0.90, "charge": -2, "largest_force_ev_per_a": 15.217, "relative_energy_kj_mol": 818.2, "elements": ["Ba", "C", "C", "C", "C", "C", "C", "C", "P", "C", "C", "C", "C", "C", "C", "C", "C", "C", "C", "C", "C", "C", "C", "H", "H", "H", "H", "H", "H", "H", "H", "H", "H", "H", "H", "H", "H", "H", "H", "H", "H", "H", "H", "N", "N", "C", "O", "O", "H", "H", "H", "F", "C", "F", "F", "S", "O", "O", "N", "S", "O", "O", "C", "F", "F", "F", "C", "C", "O", "C", "C", "C", "C", "C", "C", "H", "H", "H", "H", "H", "H", "H", "H", "S", "C", "C", "C", "C", "C", "C", "H", "H", "H", "H", "H"], "positions_angstrom": [[0.82, 1.28, 1.33], [-6.24, 1.34, 2.20], [-6.15, 0.07, 1.41], [-7.28, -0.73, 1.33], [-7.29, -1.91, 0.60], [-6.15, -2.30, -0.07], [-5.02, -1.52, 0.02], [-4.98, -0.33, 0.75], [-3.28, 0.42, 0.68], [-3.27, 1.60, 2.10], [-3.23, 2.97, 1.89], [-3.18, 3.85, 2.96], [-3.14, 3.35, 4.25], [-3.12, 1.99, 4.47], [-3.16, 1.10, 3.40], [-3.01, -0.37, 3.65], [-3.54, 1.60, -0.70], [-4.78, 2.07, -1.07], [-4.93, 3.03, -2.06], [-3.78, 3.57, -2.65], [-2.54, 3.11, -2.29], [-2.36, 2.06, -1.36], [-1.09, 1.45, -1.18], [-7.28, 1.60, 2.38], [-5.76, 2.16, 1.67], [-5.74, 1.24, 3.16], [-8.18, -0.42, 1.84], [-8.19, -2.51, 0.56], [-6.14, -3.22, -0.65], [-4.11, -1.83, -0.49], [-3.22, 3.36, 0.89], [-3.14, 4.91, 2.79], [-3.08, 4.03, 5.09], [-3.02, 1.60, 5.48], [-3.22, -0.62, 4.69], [-1.97, -0.63, 3.45], [-3.65, -0.96, 2.99], [-5.67, 1.69, -0.58], [-5.91, 3.36, -2.37], [-3.89, 4.34, -3.40], [-1.65, 3.54, -2.74], [-0.38, 1.68, -1.96], [-1.14, 0.40, -0.91], [-0.51, -2.51, 0.73], [0.26, -3.65, 1.04], [1.13, -3.73, 2.14], [1.55, -4.86, 2.38], [1.43, -2.68, 2.80], [-1.24, -2.32, 1.41], [-0.92, -2.62, -0.20], [-0.18, -4.56, 0.89], [2.61, -0.35, 5.29], [2.28, -1.34, 4.43], [1.57, -2.19, 5.18], [3.45, -1.91, 4.12], [1.47, -0.66, 2.86], [0.02, -0.66, 2.76], [2.28, -0.71, 1.68], [1.73, 0.89, 3.33], [0.43, 1.40, 3.94], [-0.13, 0.68, 5.05], [-0.44, 2.04, 3.00], [1.08, 2.94, 4.86], [0.07, 3.63, 5.43], [1.76, 3.84, 4.11], [1.91, 2.60, 5.86], [2.52, -2.58, -1.17], [1.64, -1.54, -1.80], [1.00, -0.75, -1.15], [1.52, -1.52, -3.29], [1.63, -2.67, -4.08], [1.46, -2.58, -5.45], [1.20, -1.36, -6.05], [1.08, -0.22, -5.27], [1.24, -0.29, -3.90], [2.78, -2.23, -0.18], [3.41, -2.78, -1.76], [1.96, -3.51, -1.05], [1.81, -3.62, -3.62], [1.54, -3.47, -6.07], [1.08, -1.30, -7.12], [0.86, 0.73, -5.73], [1.17, 0.58, -3.26], [2.60, 2.35, -1.52], [4.02, 3.18, -0.96], [5.21, 3.12, -1.71], [6.35, 3.77, -1.30], [6.36, 4.50, -0.12], [5.19, 4.60, 0.61], [4.04, 3.97, 0.20], [5.20, 2.55, -2.63], [7.25, 3.71, -1.91], [7.28, 4.97, 0.22], [5.18, 5.19, 1.52], [3.11, 4.06, 0.77]], "mulliken_charge": [2.5194, -1.4415, 1.5447, -0.6624, -0.6109, -0.7249, -1.3587, 0.4811, 1.3998, 1.0421, -0.3431, -0.9240, -0.9304, -0.6827, 0.4926, -1.0608, 0.0305, -0.5005, -0.9955, -0.5620, -0.8096, 0.7236, -0.9684, 0.4688, 0.2196, 0.2294, 0.3577, 0.3497, 0.4081, 0.3631, 0.2909, 0.3949, 0.3817, 0.3278, 0.5102, -0.2721, 0.2224, 0.3089, 0.3935, 0.3413, 0.4961, -0.1796, 0.4858, -0.2508, -0.3797, 0.2839, -0.8066, -0.6121, 0.1965, 0.3004, 0.2168, -0.1880, 0.5326, -0.2220, -0.2281, 0.5130, -0.4212, -0.7223, -0.8449, 1.6791, -0.7153, -0.7532, 0.1477, -0.2085, -0.2484, -0.2352, -1.4891, 0.4419, 0.2777, 0.3342, -0.4466, -0.6054, -0.3180, -0.8817, 0.0394, 0.1295, 0.5203, 0.3511, 0.3925, 0.3627, 0.3655, 0.4106, 0.2564, -0.5026, 0.5292, -0.6151, -0.4186, -0.4675, -0.5022, -0.6058, 0.3328, 0.3070, 0.3366, 0.3336, 0.3413]}

[2]
{"formula": "C19H32BNO7", "method": "ωB97M-V/def2-TZVPD", "lumo_energy_ev": 0.4, "e_homo_ev": -8.73, "charge": 0, "largest_force_ev_per_a": 1.241, "smiles": "CCCCO[C@]1(B(N)O)OC(=O)O[C@]1(COC)Cc1cccc(C)c1.CCO", "elements": ["C", "C", "C", "C", "O", "C", "B", "N", "O", "O", "C", "O", "O", "C", "C", "O", "C", "C", "C", "C", "C", "C", "C", "C", "C", "H", "H", "H", "H", "H", "H", "H", "H", "H", "H", "H", "H", "H", "H", "H", "H", "H", "H", "H", "H", "H", "H", "H", "H", "H", "H", "C", "C", "O", "H", "H", "H", "H", "H", "H"], "positions_angstrom": [[0.82, 3.82, 0.69], [-0.62, 4.08, 1.14], [-1.71, 3.79, 0.10], [-1.49, 2.58, -0.78], [-1.35, 1.32, -0.12], [-2.41, 0.89, 0.69], [-3.89, 1.14, 0.10], [-4.41, 0.45, -1.06], [-4.67, 2.08, 0.69], [-2.28, 1.43, 2.01], [-1.16, 0.84, 2.53], [-0.39, 1.34, 3.27], [-1.07, -0.42, 2.04], [-2.06, -0.59, 1.01], [-3.17, -1.42, 1.70], [-3.52, -1.01, 2.99], [-4.71, -0.25, 3.13], [-1.53, -1.40, -0.18], [-0.04, -1.34, -0.43], [0.44, -0.80, -1.62], [1.80, -0.73, -1.88], [2.71, -1.20, -0.94], [2.26, -1.75, 0.26], [3.23, -2.24, 1.29], [0.89, -1.82, 0.49], [1.49, 3.80, 1.55], [1.17, 4.60, 0.01], [0.94, 2.87, 0.17], [-0.83, 3.57, 2.08], [-0.70, 5.14, 1.37], [-2.68, 3.75, 0.61], [-1.77, 4.64, -0.59], [-0.55, 2.71, -1.31], [-2.26, 2.52, -1.56], [-4.98, -0.37, -0.88], [-3.68, 0.21, -1.73], [-4.51, 2.17, 1.64], [-4.05, -1.54, 1.06], [-2.74, -2.42, 1.82], [-4.47, 0.81, 3.25], [-5.40, -0.40, 2.29], [-5.21, -0.57, 4.05], [-1.84, -2.44, -0.11], [-2.01, -0.99, -1.07], [-0.27, -0.44, -2.35], [2.13, -0.31, -2.82], [3.77, -1.12, -1.16], [3.95, -2.94, 0.88], [3.81, -1.39, 1.67], [2.71, -2.66, 2.15], [0.55, -2.24, 1.43], [6.92, -3.08, -2.77], [5.60, -3.09, -3.51], [5.15, -1.78, -3.83], [6.84, -2.50, -1.85], [7.24, -4.09, -2.51], [7.71, -2.62, -3.38], [4.82, -3.54, -2.89], [5.69, -3.68, -4.43], [5.81, -1.36, -4.38]], "mulliken_charge": [-1.1891, -0.2576, -0.5590, -0.9556, 0.2848, -1.1581, 1.1617, -0.6011, -0.6892, -0.5122, 0.4588, -0.5673, -0.4185, 2.1978, -1.1518, -0.4630, -0.4993, -1.3878, 0.3703, -0.3225, -1.0592, -0.6405, 0.8515, -1.5670, -0.3850, 0.3773, 0.3349, 0.1405, 0.1742, 0.4633, 0.1173, 0.6074, 0.4777, 0.4440, 0.2717, 0.2373, 0.3228, 0.3765, 0.4956, 0.0468, 0.2869, 0.3309, 0.4916, 0.2805, 0.3713, 0.4350, 0.5918, 0.3711, 0.3372, 0.3629, 0.2934, -1.0110, -0.2759, -0.4908, 0.2753, 0.3162, 0.3313, 0.2784, 0.3155, 0.2796]}

[3]
{"formula": "C25H40Cl20F4INO7S", "method": "ωB97M-V/def2-TZVPD", "lumo_energy_ev": -0.7, "e_homo_ev": -9.81, "charge": 0, "largest_force_ev_per_a": 5.520, "elements": ["C", "C", "C", "C", "O", "C", "C", "I", "O", "C", "C", "C", "O", "C", "C", "C", "C", "F", "S", "O", "O", "F", "N", "C", "O", "F", "C", "O", "F", "H", "H", "H", "H", "H", "H", "H", "H", "H", "H", "H", "H", "H", "H", "H", "H", "H", "H", "H", "H", "C", "Cl", "Cl", "H", "H", "C", "Cl", "Cl", "H", "H", "C", "Cl", "Cl", "H", "H", "C", "Cl", "Cl", "H", "H", "C", "Cl", "Cl", "H", "H", "C", "Cl", "Cl", "H", "H", "C", "Cl", "Cl", "H", "H", "C", "Cl", "Cl", "H", "H", "C", "Cl", "Cl", "H", "H", "C", "Cl", "Cl", "H", "H"], "positions_angstrom": [[5.00, -0.23, 2.68], [4.51, -0.73, 1.67], [3.70, -1.40, 0.49], [2.30, -0.72, 0.22], [2.25, 0.69, 0.47], [2.33, 1.43, -0.77], [1.03, -1.51, 0.91], [0.96, -3.31, -0.40], [-0.02, -0.59, 0.68], [-1.34, -0.90, 1.04], [-1.93, 0.55, 1.46], [-3.12, 0.60, 2.47], [-4.44, 0.63, 1.85], [-5.43, 0.99, 2.86], [-6.70, 0.02, 2.72], [-1.63, -2.04, 2.05], [-3.15, -2.60, 2.05], [-1.28, -1.73, 3.43], [-2.23, -1.25, -0.62], [-2.34, -2.67, -0.94], [-1.42, -0.57, -1.65], [-3.73, -0.58, -0.67], [1.45, -1.80, 2.29], [1.80, -3.12, 2.69], [1.08, -4.07, 2.93], [3.17, -3.37, 2.94], [1.58, -0.75, 3.22], [2.18, -0.95, 4.26], [1.02, 0.53, 3.10], [5.10, 0.47, 3.56], [4.33, -1.19, -0.44], [3.69, -2.52, 0.60], [2.09, -0.84, -0.90], [1.29, 1.53, -1.25], [3.05, 0.94, -1.51], [2.77, 2.46, -0.57], [-2.27, 1.08, 0.50], [-1.10, 1.21, 1.86], [-3.17, -0.20, 3.26], [-3.05, 1.59, 3.04], [-5.02, 0.82, 3.90], [-5.82, 2.05, 2.73], [-7.19, -0.19, 3.73], [-7.43, 0.49, 2.00], [-6.30, -0.98, 2.35], [-1.03, -2.99, 1.83], [-3.90, -1.86, 1.64], [-3.19, -3.50, 1.35], [-3.44, -2.95, 3.09], [3.57, 3.30, -3.76], [2.43, 1.97, -4.03], [3.04, 4.32, -2.41], [4.55, 2.88, -3.52], [3.63, 3.90, -4.66], [-5.33, 5.10, 3.38], [-4.71, 4.55, 1.82], [-5.89, 3.74, 4.36], [-4.54, 5.62, 3.91], [-6.17, 5.78, 3.21], [2.18, 5.01, -7.68], [1.02, 5.86, -6.65], [3.59, 4.48, -6.75], [1.69, 4.14, -8.11], [2.51, 5.68, -8.47], [-1.07, -3.96, 6.30], [-2.19, -5.30, 6.03], [-1.62, -2.93, 7.62], [-0.09, -4.37, 6.55], [-1.00, -3.37, 5.39], [-0.28, -1.72, -4.94], [0.53, -3.26, -5.26], [0.88, -0.44, -4.62], [-0.87, -1.45, -5.82], [-0.93, -1.84, -4.08], [2.21, -3.74, -8.42], [1.88, -2.98, -9.98], [3.82, -3.31, -7.83], [1.47, -3.41, -7.70], [2.16, -4.82, -8.54], [-4.55, 7.71, 0.21], [-5.28, 8.31, 1.71], [-4.93, 8.76, -1.15], [-3.48, 7.66, 0.34], [-4.95, 6.71, 0.01], [5.36, -1.34, -5.04], [4.68, -0.73, -3.52], [4.94, -0.28, -6.40], [6.44, -1.37, -4.95], [4.97, -2.33, -5.23], [1.10, 2.29, 5.90], [0.37, 2.90, 7.39], [0.70, 3.33, 4.52], [2.18, 2.27, 6.02], [0.72, 1.29, 5.71], [4.22, -6.20, -0.97], [3.00, -7.01, -1.96], [3.87, -4.47, -0.82], [4.23, -6.65, 0.02], [5.20, -6.32, -1.44]], "mulliken_charge": [-0.0343, -0.8576, 0.1568, 0.5430, -0.2677, -0.2674, -2.3245, 0.2515, -0.2226, 1.4823, -0.9151, -0.7777, -0.2648, -0.0363, -1.0196, -0.0524, -1.2670, -0.3395, 1.1270, -0.6273, -0.5118, -0.2172, 1.9331, 0.0235, -0.3583, -0.2793, 0.0839, -0.5349, -0.0803, 0.3446, 0.0371, -0.1486, 0.8647, 0.3915, 0.0487, 0.1179, 0.4094, 0.3904, 0.3314, 0.4424, 0.3989, -0.0536, 0.3043, 0.2881, 0.2245, 0.3138, 0.1919, 0.3829, 0.3597, 0.2438, 0.0066, -0.2042, 0.2974, -0.2847, -0.2678, -0.1654, -0.1469, 0.3244, 0.3062, -0.2536, -0.1443, -0.1721, 0.2633, 0.2985, 0.4970, -0.1706, -0.1677, 0.2837, -0.4575, -0.1778, -0.1870, 0.0061, 0.3394, -0.0110, 0.1142, -0.1701, -0.1323, -0.1095, 0.3045, -0.1188, -0.1638, -0.1635, 0.2935, 0.1528, -0.3934, -0.0577, -0.1285, 0.3385, 0.2023, 0.0255, -0.1775, -0.1716, 0.2666, 0.0158, -0.4084, -0.1596, 0.0162, 0.2660, 0.3179]}